1.
{"formula": "C2H2Cl3NO", "method": "ωB97M-V/def2-TZVPD", "species": ["C", "C", "N", "O", "Cl", "Cl", "Cl", "H", "H"], "xyz": [[-1.0199, -0.4154, 1.0105], [1.1317, 0.2400, -0.8453], [-0.6804, -0.6621, -0.3560], [-1.4551, 0.4554, -0.0427], [1.9090, -0.0474, 0.5310], [1.6845, -0.5564, -2.2573], [0.6024, 1.8510, -1.1616], [-1.8843, -0.9973, 1.3998], [-0.2879, 0.1323, 1.7216]], "e_tot_ha": -1587.72149, "de_lowest_kcal_mol": 70.08, "spin_multiplicity": 3, "homo_ev": [-6.784, -10.882], "orbital_gap_ev": [7.424, 9.083]}


2.
{"formula": "C2H2Cl3OP", "method": "ωB97M-V/def2-TZVPD", "species": ["C", "C", "O", "P", "Cl", "Cl", "Cl", "H", "H"], "xyz": [[-0.5083, 0.0460, -0.6583], [-1.4580, -0.0650, 0.2536], [1.2329, -0.0466, 1.6909], [1.2612, 0.0166, 0.2394], [-3.1304, -0.1062, -0.0667], [2.2584, -1.4904, -0.5890], [2.1437, 1.6652, -0.4517], [-0.5970, 0.1182, -1.7216], [-1.2025, -0.1379, 1.3033]], "e_tot_ha": -1874.63802, "de_lowest_kcal_mol": 0.00, "smiles": "O=P(Cl)(Cl)/C=C/Cl", "homo_ev": -10.502, "orbital_gap_ev": 10.932}


3.
{"formula": "C2H2Cl3P", "method": "ωB97M-V/def2-TZVPD", "species": ["C", "C", "P", "Cl", "Cl", "Cl", "H", "H"], "xyz": [[0.4069, -0.2654, -0.0095], [-0.9803, -0.1977, -0.3624], [1.2428, 1.3961, 0.7938], [1.3692, -1.6312, 0.0259], [-1.3739, 1.4532, -0.2627], [-2.1166, -1.0971, 0.5815], [-1.0178, -0.4873, -1.4287], [2.4697, 0.8294, 0.6621]], "e_tot_ha": -1799.22131, "de_lowest_kcal_mol": 90.22, "smiles": "[H]/P=C(\\Cl)C(Cl)Cl", "homo_ev": [-8.663, -8.780], "orbital_gap_ev": [7.458, 7.861]}


4.
{"formula": "C2H2Cl3P", "method": "ωB97M-V/def2-TZVPD", "species": ["C", "C", "P", "Cl", "Cl", "Cl", "H", "H"], "xyz": [[-1.7875, 0.0262, 0.1721], [-0.6304, -0.4769, -0.2000], [1.6086, 0.0810, -0.3883], [3.5545, 1.7298, -0.8031], [-0.1651, -2.0158, -0.7253], [2.0933, 0.0984, 1.5687], [-1.9993, 1.0681, 0.4651], [-2.6742, -0.5108, -0.0892]], "e_tot_ha": -1799.23424, "de_lowest_kcal_mol": 82.11, "homo_ev": -9.497, "orbital_gap_ev": 7.166}


5.
{"formula": "C2H2Cl4", "method": "ωB97M-V/def2-TZVPD", "species": ["C", "C", "Cl", "Cl", "Cl", "Cl", "H", "H"], "xyz": [[-0.8223, -0.0497, 0.0524], [0.6290, 0.3704, -0.0219], [-1.7395, 1.4399, -0.2187], [1.3887, -2.3474, -0.0222], [1.5139, 0.8728, 1.4044], [1.2735, 0.8898, -1.5248], [-1.0998, -0.4008, 0.9518], [-1.1436, -0.7751, -0.6210]], "e_tot_ha": -1918.08299, "de_lowest_kcal_mol": 50.02, "homo_ev": [-9.974, -9.413], "orbital_gap_ev": [7.565, 6.497]}


6.
{"formula": "C2H2Cl4Si", "method": "ωB97M-V/def2-TZVPD", "species": ["C", "C", "Si", "Cl", "Cl", "Cl", "Cl", "H", "H"], "xyz": [[-0.5359, -1.1150, -0.6325], [-0.9901, -1.6895, 0.4844], [1.1117, 1.6326, -0.0761], [-2.2005, -3.0101, 0.5764], [2.6425, 1.1730, 1.1117], [1.8723, 2.2642, -1.7261], [-0.3217, 2.9027, 0.5720], [-0.6568, -1.0796, -1.6793], [-0.9213, -1.0783, 1.3695]], "e_tot_ha": -2207.62956, "de_lowest_kcal_mol": 38.72, "spin_multiplicity": 3, "homo_ev": [-7.557, -9.981], "orbital_gap_ev": [8.137, 7.748]}


7.
{"formula": "C2H2ClI", "method": "ωB97M-V/def2-TZVPD", "species": ["C", "C", "Cl", "I", "H", "H"], "xyz": [[0.2944, -0.4293, -0.1169], [-0.4668, 0.5920, 0.2263], [0.0179, -2.0225, 0.4281], [0.0616, 2.6164, -0.4576], [1.1250, -0.1412, -0.6124], [-1.3619, 0.3924, 0.6948]], "e_tot_ha": -835.24528, "de_lowest_kcal_mol": 1.57, "smiles": "Cl/C=C/I", "homo_ev": -9.346, "orbital_gap_ev": 9.367}


8.
{"formula": "C2H2ClIO", "method": "ωB97M-V/def2-TZVPD", "species": ["C", "C", "O", "Cl", "I", "H", "H"], "xyz": [[-0.6325, -0.1796, -0.6578], [0.1931, 0.2158, 0.5124], [-0.9722, 0.4616, -1.6063], [0.4169, 1.9279, 0.6742], [2.0977, -0.8885, 0.1894], [-1.1111, -1.2537, -0.6418], [0.0083, -0.2835, 1.5299]], "e_tot_ha": -910.49807, "de_lowest_kcal_mol": 8.82, "smiles": "O=C[C@H](Cl)I", "homo_ev": -10.171, "orbital_gap_ev": 9.377}